Entry 1:
Formula: C5H13NO
Source: the Open Molecules 2025 dataset
Level of theory: ωB97M-V/def2-TZVPD

```
20
Properties=species:S:1:pos:R:3:forces:R:3
H -0.9361 -0.1826 2.0979 0.128 0.740 0.102
C -1.6679 0.5937 1.8159 -1.904 -0.519 1.520
C 0.2373 2.1940 2.3817 -3.610 -0.975 -0.749
H 0.5336 -2.9225 -0.1988 -0.660 1.384 -0.947
H 2.3204 0.0023 -1.3699 2.622 6.913 -2.182
H 0.2162 2.5796 3.3600 -0.374 0.094 1.524
H -2.0535 0.2450 0.8712 -0.267 -0.019 -0.455
C 0.6581 -1.2784 -1.7791 2.541 3.850 -1.988
N 1.9326 -0.7899 -1.2379 -4.173 -9.306 2.786
O 0.3328 -0.7179 -2.8648 -0.145 -2.537 3.580
H -2.5353 0.4717 2.5338 0.955 -0.005 -0.600
C -0.0989 -2.2527 -0.8803 -0.277 -1.167 -0.116
H -0.8613 -1.7008 -0.3022 0.719 0.071 0.052
C -1.2244 2.0748 1.7216 -0.610 -0.176 0.415
H -0.7394 -2.9435 -1.4589 0.560 0.343 -0.164
H -1.2668 2.1536 0.6230 0.856 1.001 0.407
H 0.5871 1.1784 2.3640 0.853 -0.020 -0.008
H -2.0825 2.8071 2.1025 2.093 -1.545 -0.463
H 2.4246 -1.2962 -0.4676 -1.195 0.461 -0.997
H 0.7777 2.8921 1.8697 1.891 1.411 -1.716
```
Positions in Å, forces in eV/Å.

As for the HOMO energy: -0.366 hartree. Its relative energy (zero: lowest compared OMol25 entry of this formula, charge and spin) is 2.137 eV. The value obtained for the LUMO energy is 0.028 Ha.

***

Entry 2:
Formula: CH5NO3Si
Source: the Open Molecules 2025 dataset
Level of theory: ωB97M-V/def2-TZVPD

```
11
Properties=species:S:1:pos:R:3:forces:R:3
C -0.4387 0.6502 0.3252 1.579 -3.243 -2.293
H -1.4423 0.7962 0.5822 -1.476 0.357 0.948
O 0.5273 1.4315 0.7814 0.854 0.962 0.972
O -0.6217 -1.9841 0.6835 -0.150 -0.971 0.333
Si 0.0463 0.1473 -1.5498 -2.080 -0.271 1.557
O 0.7578 -0.8730 1.9404 1.026 -0.767 1.318
H 0.8638 1.0993 1.6354 -0.168 -0.008 0.120
N -0.0742 -1.0155 1.1038 -1.457 3.981 -2.081
H 0.8065 -0.9344 -1.0609 1.355 -0.959 -0.425
H 0.7623 1.1545 -2.2977 0.090 0.433 -0.244
H -1.1871 -0.4721 -2.1434 0.427 0.487 -0.206
```
Positions in Å, forces in eV/Å.

As for the HOMO energy: -0.371 hartree. Its relative energy (zero: lowest compared OMol25 entry of this formula, charge and spin) is 2.664 eV. The value obtained for the LUMO energy is 0.023 Ha.

***

Entry 3:
Formula: C5H7F3IInLaNO3S
Source: the Open Molecules 2025 dataset
Level of theory: ωB97M-V/def2-TZVPD

```
23
Properties=species:S:1:pos:R:3:forces:R:3
La -0.7802 -4.2053 0.3177 1.290 2.324 -1.125
F 2.7972 -3.0756 -3.1333 -0.901 4.654 1.929
S 0.7889 -1.7010 -1.9284 -4.116 1.037 -6.152
F 3.5145 -1.4372 -1.5219 -3.682 -0.548 -3.962
O 0.5269 -2.9531 -1.0435 -0.451 -2.356 2.012
C 2.5352 -1.6846 -2.6079 5.085 -2.119 -2.755
F 2.6939 -0.7776 -3.7893 -0.838 -3.241 5.214
H -0.8487 -1.2696 1.5632 -0.138 1.114 -0.358
H -1.0544 1.8587 4.0156 1.385 -0.956 -2.152
H -2.6849 0.6280 2.6115 2.461 0.462 -1.067
H 1.7065 1.2176 0.0208 -0.617 -0.680 -0.588
O -0.1627 -1.8272 -3.1789 3.688 0.311 4.568
H 0.0229 2.4742 2.5925 -0.987 -2.524 0.715
H -2.0023 1.8289 1.3296 0.688 -1.967 1.373
C -0.5093 1.4948 3.0188 -1.716 1.868 0.472
In 0.2357 0.4156 -0.6233 -0.222 2.997 1.854
N -1.1250 4.2456 -1.1398 3.359 -10.412 -3.814
O -0.7790 1.6564 -2.0338 0.609 4.529 2.192
C -1.2163 -0.2880 1.0224 -2.160 -0.704 -0.909
H -2.1963 -0.6119 0.4222 1.683 0.684 1.100
C -0.7799 3.0564 -1.5800 -3.547 4.619 2.263
I 1.0001 0.0373 3.6344 -0.632 0.516 -0.327
C -1.6826 0.9175 2.0313 -0.242 0.392 -0.482
```
Positions in Å, forces in eV/Å.

As for the HOMO energy: -0.526 hartree. As for the total charge: +2. The value obtained for the LUMO energy is -0.429 Ha.